Entry from the Open Molecules 2025 dataset: 2 unconnected molecules or ions with the total composition C5H10O in a non-equilibrium geometry (ωB97M-V with the def2-TZVPD basis set).

Its calculated total energy is -271.6149 hartree. The spin multiplicity is 1. The HOMO energy is -0.2912 Ha. The HOMO-LUMO gap is 8.608 eV. The SMILES is C=C/C=C/C.O. As for the total charge: 0.

```
16
Properties=species:S:1:pos:R:3:forces:R:3
H -1.487789 -0.000751 0.685064 0.78 -0.89 -0.07
C -0.814652 0.685973 0.183553 -0.77 1.92 -0.29
H -0.353867 -2.460684 1.748287 0.11 0.34 0.53
O 0.170532 -1.658147 1.920196 -0.31 -0.80 -0.52
C -0.298488 -0.574390 -1.380266 -1.20 -1.27 -1.08
H 1.703244 0.012700 -1.290644 0.13 0.07 -0.61
H -0.539379 1.598839 -1.780185 0.37 0.07 0.35
H 1.414836 -1.736650 -1.865445 -0.06 -0.02 0.10
H 0.079668 1.129864 2.057230 -0.01 0.29 0.33
C -0.929099 0.779761 -1.180251 1.52 -0.88 0.92
C -0.015208 1.581054 1.080365 -0.64 0.66 -0.54
H 0.532964 -1.531910 1.033001 0.27 0.39 -0.01
H -0.499364 2.562645 1.067084 -0.28 0.01 0.64
C 1.012528 -0.776917 -1.570485 0.00 0.50 0.63
H 0.957624 1.853092 0.679577 0.24 -0.57 -0.18
H -0.933548 -1.464479 -1.387080 -0.15 0.17 -0.18
```
Positions in Å, forces in eV/Å.